No. 1
Molecular formula: C16H25N3O3S
Method: DFT, wB97M-V/def2-TZVPD

As for the HOMO-LUMO gap: 9.3232 eV. The max |F| is 1.1 eV/A. The SMILES is CN(C)S(=O)(=O)c1ccc(NC(=O)CN2CCCCCC2)cc1. Its total charge is 0. The HOMO energy comes out at -8.8 eV.

Atoms and positions in Å:
S1 -5.68220 -0.18494 0.61009
O1 0.69288 -2.68083 -0.53513
O2 -6.32458 -1.46221 0.53194
O3 -6.06885 0.72657 1.64598
N1 0.22590 -0.81223 0.70535
N2 -5.94673 0.59149 -0.85104
N3 2.75409 -0.06196 0.71268
C1 3.81706 0.39297 -1.56199
C2 -3.33930 -1.53368 0.09101
C3 3.68588 0.28941 1.76923
C4 5.68071 -0.00289 0.15419
C5 -5.43004 1.93405 -0.91357
C6 -1.15807 -0.71082 0.67171
C7 2.78996 0.76342 -0.48144
C8 -1.74735 0.40743 1.26818
C9 5.09766 0.74000 1.35644
C10 -5.70934 -0.22231 -2.01546
C11 2.51385 -1.46741 0.47313
C12 5.27291 0.63543 -1.17334
C13 1.04486 -1.73699 0.13352
C14 -1.96520 -1.68537 0.08272
C15 -3.12033 0.55246 1.26799
C16 -3.90802 -0.42032 0.68048
H1 -3.59844 1.39900 1.73435
H2 3.68397 -0.65345 -1.84090
H3 -4.64182 -0.29297 -2.26397
H4 -4.34854 1.95581 -1.10593
H5 -6.10132 -1.21309 -1.80118
H6 3.12274 -1.91617 -0.32265
H7 -5.94218 2.48142 -1.70540
H8 -6.24466 0.20063 -2.86608
H9 5.09037 1.80857 1.13203
H10 -1.50717 -2.54853 -0.37084
H11 1.79622 0.70946 -0.94342
H12 3.58866 0.98837 -2.44881
H13 6.77053 0.02795 0.22351
H14 5.74562 0.60084 2.22431
H15 3.23465 1.10540 2.35255
H16 5.45739 1.71130 -1.11378
H17 2.71803 -2.03037 1.38884
H18 -5.64070 2.40507 0.04314
H19 3.76845 -0.57243 2.43463
H20 -3.98382 -2.28434 -0.33746
H21 0.73370 -0.07228 1.18431
H22 5.38251 -1.05217 0.17703
H23 2.95251 1.79433 -0.15908
H24 -1.12105 1.15619 1.73152
H25 5.90858 0.24020 -1.96940

---

No. 2
Molecular formula: C6H11N
Method: DFT, wB97M-V/def2-TZVPD

As for the HOMO-LUMO gap: 8.7143 eV. The max |F| is 3.1 eV/A. The SMILES is C=C/C(N)=C/CC. Its total charge is 0. The HOMO energy comes out at -7.6 eV.

Atoms and positions in Å:
N1 -0.61999 -1.61060 0.65648
C1 -3.06913 -0.78056 -0.81652
C2 1.62489 0.28006 0.48711
C3 -0.69307 -0.41214 -0.11154
C4 0.42441 0.31200 -0.38003
C5 2.24683 1.68259 0.76832
C6 -1.82103 -0.36580 -1.05024
H1 1.51507 2.50044 0.87235
H2 -1.54949 0.06638 -2.02806
H3 -3.47914 -1.19304 0.08823
H4 -1.21364 -2.27694 0.20019
H5 0.51933 0.95812 -1.24442
H6 1.59181 -0.21269 1.43982
H7 2.96389 1.63641 1.58613
H8 -3.80945 -0.64702 -1.58007
H9 2.78341 2.05465 -0.11158
H10 0.15642 -1.80259 1.27926
H11 2.42889 -0.18928 -0.05543

---

No. 3
Molecular formula: C35H83CrF12N6O16S2
Method: DFT, wB97M-V/def2-TZVPD

As for the HOMO-LUMO gap (alpha / beta): 6.5141 / 8.0012 eV. The max |F| is 6.4 eV/A. Its total charge is 0. Its multiplicity is 4. The expectation value of S² is 3.81. The HOMO energy (alpha / beta) comes out at -9.0 / -9.0 eV.

Atoms and positions in Å:
Cr1 0.99428 -2.57797 -3.34166
S1 4.19378 -2.82155 -4.50416
S2 3.27984 -0.38166 -4.19933
F1 5.11649 -2.33626 -7.05786
F2 -1.85049 0.97415 -7.14220
F3 -0.66659 -1.63540 1.31098
F4 4.10446 -1.00396 -1.67820
F5 -1.00426 0.38778 1.31713
F6 3.73009 -3.90929 -6.88376
F7 2.87792 -1.96065 -6.68273
F8 0.21254 0.55589 -7.15771
F9 5.73295 0.09059 -2.83009
F10 -1.99470 -0.86974 -0.16874
F11 3.89538 1.15465 -2.07859
F12 -1.27274 -0.89941 -7.54589
O1 2.29167 -2.87498 0.36249
O2 4.08567 -0.05941 -5.40057
O3 -5.26608 -0.54038 2.00855
O4 5.51728 -2.26769 -4.27043
O5 -3.37270 -4.54955 0.51261
O6 1.49392 -0.20912 0.00753
O7 -0.47469 -3.90798 -2.83292
O8 -0.31077 -1.35251 -4.63990
O9 -0.51291 6.09674 3.74932
O10 2.42799 4.82627 1.13788
O11 4.08314 -4.24214 -4.24814
O12 -2.15446 2.96456 -1.39256
O13 6.04279 -2.46107 2.85602
O14 0.52598 -1.51182 -1.60373
O15 2.19024 0.50758 -4.05209
O16 -2.43874 -0.49784 -4.84510
N1 2.67382 -1.92284 -3.93547
N2 0.72295 5.32758 -1.70895
N3 -2.87087 -0.01234 3.65920
N4 2.00704 -4.06598 -2.03341
N5 0.94454 3.56247 3.28948
N6 -4.14253 -2.81251 3.75260
C1 -0.54604 6.30623 2.32789
C2 -1.06119 -0.21975 -5.21399
C3 1.87996 -2.30647 2.75746
C4 -2.97214 2.65818 -0.31280
C5 3.97664 -2.71033 -6.45957
C6 -0.37118 4.44362 -2.17728
C7 0.64686 5.70807 4.34319
C8 -4.01562 0.86747 3.65911
C9 3.31137 1.01696 1.05211
C10 -0.23923 -4.69101 -1.63180
C11 0.34395 3.31454 -2.88605
C12 -1.87041 -3.71952 -3.05805
C13 0.74566 4.12556 4.54295
C14 1.87649 3.77690 5.48357
C15 2.88537 -2.83929 1.63492
C16 -1.00249 0.06626 -6.78827
C17 -3.08837 0.32091 -3.86237
C18 -0.88186 -0.60924 0.46884
C19 -3.49589 2.28169 4.08608
C20 0.23112 -0.45229 -0.70241
C21 -4.52774 0.04345 -3.95227
C22 1.66955 -5.87811 -0.56885
C23 4.72306 4.65196 1.73981
C24 -6.07482 -0.58218 0.91521
C25 4.41788 -0.05234 -2.61574
C26 3.63721 5.49005 1.17132
C27 -4.12649 -5.28621 -0.45230
C28 1.83225 1.10756 0.46349
C29 -1.27131 4.02593 -1.04007
C30 6.18496 -1.06803 3.11525
C31 -4.86739 0.78380 2.27182
C32 1.17870 -5.15934 -1.76127
C33 -3.28910 -3.37074 2.68009
C34 -4.15387 -4.09532 1.63377
C35 -2.31762 -4.31582 3.48407
H1 6.20820 -2.95386 3.66312
H2 3.38473 1.89133 1.69880
H3 -4.70870 0.53201 4.43060
H4 -5.45648 -0.26157 0.07679
H5 -0.39453 2.52590 -3.03034
H6 2.81584 4.27472 5.24293
H7 1.99628 -1.98425 0.16017
H8 -2.38479 -2.99012 -2.43235
H9 5.73302 4.99058 1.50868
H10 -3.60190 3.42160 0.14403
H11 0.73818 3.55503 -3.87340
H12 -5.75912 1.40939 2.31143
H13 -4.80944 -6.01764 -0.02020
H14 -4.75420 -4.62095 -1.04519
H15 0.00435 0.38122 -1.36720
H16 -1.58135 6.32445 1.98746
H17 -2.87785 2.70106 3.29221
H18 1.62867 3.96310 6.52857
H19 -4.82602 -3.36172 1.18864
H20 -3.63419 -2.21039 4.38438
H21 1.06578 -3.02699 2.67970
H22 -0.88834 -5.56583 -1.59361
H23 2.29493 -3.68576 -1.14310
H24 -2.10709 -5.13415 2.79551
H25 -4.65448 -4.91691 2.14611
H26 -6.36211 -1.61026 0.69477
H27 3.24131 -3.83924 1.88292
H28 2.10375 2.71390 5.56407
H29 1.33132 -1.36835 2.67375
H30 1.12719 -5.92673 -2.53364
H31 4.70063 4.60694 2.82865
H32 1.89575 -5.34771 0.35614
H33 2.23678 4.42984 1.99105
H34 -0.15837 5.42724 1.81293
H35 1.13849 1.54823 1.17945
H36 0.77185 6.07323 5.36257
H37 -4.89600 0.56179 -4.83759
H38 -2.45140 -4.63771 -3.14443
H39 -0.92721 5.07391 -2.87131
H40 -2.93298 1.36269 -4.14281
H41 5.28444 -0.71684 3.61907
H42 1.52527 4.86799 -2.11533
H43 4.76729 3.65011 1.31268
H44 1.14214 2.79407 -2.35682
H45 1.45893 5.90673 3.64377
H46 -0.71005 0.71772 -4.78276
H47 -0.38507 -4.04214 -0.76820
H48 -1.33479 -3.94540 3.77547
H49 0.10244 7.13064 2.03137
H50 -4.84046 -0.99661 -3.85961
H51 6.14745 -0.48562 2.19465
H52 -6.87702 0.15571 0.92504
H53 1.09005 -6.78715 -0.40785
H54 -3.49075 -5.80048 -1.17303
H55 0.80056 2.58097 3.47930
H56 2.55877 -6.39791 -0.92550
H57 2.41850 -2.31826 3.70506
H58 1.72726 1.83117 -0.34487
H59 -1.73015 4.87640 -0.53583
H60 -0.65041 3.49006 -0.32213
H61 -4.92706 -2.24016 3.47507
H62 0.23350 3.97161 2.70029
H63 -0.18981 3.85433 5.03227
H64 3.76761 -2.20054 1.59286
H65 -2.78101 -2.55335 2.16841
H66 -2.02289 -3.43901 -4.10024
H67 -4.39554 2.88982 4.18060
H68 -2.80148 -4.84106 4.30755
H69 4.03876 5.74650 0.19096
H70 -3.16544 -0.82630 3.13880
H71 -2.93502 2.16151 5.01294
H72 -2.65717 0.24390 -2.86426
H73 7.12099 -0.75347 3.57676
H74 4.10785 1.11929 0.31505
H75 2.85873 -4.52904 -2.31680
H76 1.01709 5.28068 -0.74387
H77 -2.52993 2.08253 0.50033
H78 3.50303 6.45741 1.65539
H79 3.41784 0.15104 1.70551
H80 -4.27674 1.24080 1.47785
H81 -2.04955 0.30188 3.16243
H82 -5.02338 0.69130 -3.22928
H83 -3.74582 1.97379 -0.66086